The following is a quantum chemistry calculation of a 2-piece molecular cluster, C12H15NO overall in a non-equilibrium geometry, from OMol25.

CARTESIAN COORDINATES (ANGSTROEM)
C  0.877  0.800  -2.847
C  1.220  -0.518  -2.694
C  -0.158  1.442  -2.090
C  0.493  -1.244  -1.774
C  -0.833  0.619  -1.141
C  -0.497  -0.695  -0.973
C  -1.357  0.946  2.255
C  -0.372  1.634  2.231
C  -1.194  -1.529  -0.101
C  -0.581  -2.770  0.426
C  2.023  1.149  1.738
C  0.885  2.174  1.928
N  -2.377  -1.246  0.295
O  -3.110  -1.678  1.211
H  1.516  1.443  -3.620
H  2.046  -1.046  -3.220
H  -0.486  2.582  -2.200
H  0.776  -2.258  -1.652
H  -1.463  1.039  -0.475
H  -2.345  0.611  2.389
H  -0.579  -3.731  -0.185
H  -0.858  -3.023  1.477
H  0.468  -2.524  0.524
H  1.801  0.337  2.551
H  2.917  1.648  1.808
H  1.976  0.680  0.654
H  0.751  2.804  1.076
H  1.131  2.829  2.764
H  -2.670  -0.474  -0.354

For the HOMO energy (spin up / spin down), the calculation gives -8.12 / -8.12 eV. The total energy is -596.0506 Ha. The frontier orbital gap (spin up / spin down) is 8.4 / 8.4 eV. For the energy relative to the best compared isomer or geometry (same formula, charge and spin), the calculation gives 148.7 kcal per mole.


The following is a quantum chemistry calculation of C3H4Br2S as an isolated structure in a non-equilibrium geometry, from OMol25.

CARTESIAN COORDINATES (ANGSTROEM)
C  -0.823  -0.183  -0.536
C  -1.738  0.347  0.284
C  1.791  -0.061  0.272
S  1.271  -0.395  1.792
Br  1.865  1.663  -0.491
Br  2.496  -1.407  -0.903
H  -0.460  -1.206  -0.518
H  -0.353  0.226  -1.506
H  -1.991  1.326  0.447
H  -2.058  -0.310  1.158

For the HOMO energy, the calculation gives -9.42 eV. The total energy is -5662.8287 Ha. The frontier orbital gap is 8.2 eV. For the energy relative to the best compared isomer or geometry (same formula, charge and spin), the calculation gives 47.6 kcal per mole.


The following is a quantum chemistry calculation of a 7-piece molecular cluster, C38H74ClN2O8 overall in a non-equilibrium geometry, from OMol25.

CARTESIAN COORDINATES (ANGSTROEM)
C  -0.711  4.354  -1.525
C  -1.930  3.617  -1.455
N  -3.248  2.817  -1.386
C  -4.092  2.947  -2.635
C  -3.530  2.036  -3.915
O  -2.424  2.827  -4.539
C  -2.959  3.843  -5.460
C  -1.750  4.702  -6.233
C  -0.611  4.997  -5.086
O  -2.384  6.020  -6.562
N  -3.100  0.673  -3.421
C  -3.346  -0.427  -4.430
Cl  -5.127  -0.708  -4.868
C  -2.352  -0.252  -5.761
C  -3.144  0.248  -7.106
C  -3.639  0.346  -2.046
C  -2.896  1.398  -0.996
C  -3.127  1.033  0.585
C  -1.742  1.529  1.375
C  -1.039  0.348  2.269
C  0.234  -0.406  1.492
C  1.413  0.629  1.018
C  2.018  0.359  -0.482
C  0.913  0.367  -1.692
C  1.367  -0.558  -3.009
H  0.205  5.118  -1.470
H  -3.787  3.271  -0.590
H  -5.202  2.641  -2.323
H  -4.148  4.099  -2.888
H  -4.399  2.032  -4.699
H  -3.616  4.679  -4.921
H  -3.669  3.401  -6.305
H  -1.354  4.164  -7.194
H  0.055  5.878  -5.484
H  -1.163  5.369  -4.096
H  0.012  4.028  -4.869
H  -3.026  5.917  -7.327
H  -2.970  -1.436  -3.914
H  -1.930  -1.342  -6.002
H  -1.439  0.410  -5.447
H  -2.335  0.255  -7.983
H  -3.536  1.349  -7.028
H  -3.975  -0.522  -7.477
H  -4.806  0.337  -1.957
H  -3.245  -0.745  -1.772
H  -1.731  1.275  -1.214
H  -3.270  -0.118  0.760
H  -4.049  1.685  0.955
H  -2.119  2.357  2.147
H  -0.982  2.073  0.671
H  -1.908  -0.426  2.537
H  -0.608  0.764  3.300
H  0.702  -1.127  2.318
H  -0.182  -1.109  0.654
H  2.322  0.466  1.775
H  1.132  1.766  1.107
H  2.761  1.267  -0.707
H  2.713  -0.609  -0.529
H  0.756  1.467  -2.111
H  -0.067  -0.131  -1.290
H  2.384  -1.108  -2.811
H  1.360  0.091  -4.002
H  0.517  -1.379  -3.173
C  -6.827  -0.718  2.408
C  -6.757  0.326  1.325
O  -6.201  1.406  1.514
C  -7.395  -0.004  0.002
H  -6.325  -0.342  3.306
H  -7.870  -0.930  2.653
H  -6.319  -1.628  2.080
H  -8.464  -0.185  0.140
H  -6.913  -0.883  -0.434
H  -7.268  0.841  -0.683
C  2.203  -5.143  -0.843
C  3.042  -3.987  -0.369
O  2.902  -2.860  -0.841
C  4.058  -4.263  0.707
H  1.513  -4.796  -1.620
H  2.845  -5.919  -1.267
H  1.619  -5.545  -0.012
H  4.784  -5.000  0.352
H  3.557  -4.625  1.608
H  4.590  -3.337  0.950
C  2.669  5.557  1.832
C  2.798  5.915  0.375
O  1.808  6.153  -0.314
C  4.186  5.971  -0.205
H  1.611  5.555  2.112
H  3.079  4.559  2.006
H  3.192  6.296  2.444
H  4.664  4.992  -0.121
H  4.776  6.729  0.316
H  4.126  6.242  -1.265
C  3.070  -9.281  2.351
C  2.623  -8.365  1.243
O  2.129  -7.265  1.485
C  2.803  -8.847  -0.171
H  2.879  -8.803  3.317
H  2.509  -10.218  2.308
H  4.142  -9.475  2.263
H  2.230  -9.765  -0.327
H  3.863  -9.022  -0.372
H  2.436  -8.083  -0.864
C  4.482  6.631  7.193
C  4.054  7.097  5.827
O  4.769  6.927  4.841
C  2.717  7.779  5.715
H  5.467  6.157  7.123
H  4.552  7.484  7.872
H  3.767  5.897  7.576
H  2.708  8.684  6.328
H  1.924  7.097  6.032
H  2.540  8.061  4.671
C  3.197  -9.627  7.294
C  4.358  -9.696  6.339
O  4.585  -10.710  5.681
C  5.232  -8.475  6.220
H  2.655  -10.578  7.275
H  3.560  -9.450  8.309
H  2.513  -8.830  6.990
H  5.686  -8.248  7.187
H  4.639  -7.627  5.869
H  6.030  -8.670  5.495

For the HOMO energy, the calculation gives -10.85 eV. The total energy is -2663.1986 Ha. The frontier orbital gap is 8.6 eV. As for the net charge: +1.


> Look up the total energy of the third one.

-2663.1986 Ha


> Number 1 is which compound?

C12H15NO


> Which of these has the highest total energy?

C12H15NO